{"formula": "C21H68ClFI2N31O18P2", "method": "ωB97M-V/def2-TZVPD", "total_energy_ha": -5731.2102, "spin_multiplicity": 1, "charge": 1, "symbols": ["H", "H", "H", "H", "N", "H", "N", "H", "H", "H", "H", "O", "H", "H", "C", "O", "H", "N", "H", "H", "H", "H", "C", "H", "N", "C", "N", "O", "H", "C", "C", "C", "H", "H", "N", "H", "I", "H", "F", "N", "H", "O", "H", "N", "N", "O", "H", "O", "H", "H", "O", "H", "H", "C", "N", "N", "N", "N", "C", "H", "C", "C", "H", "H", "O", "H", "H", "O", "N", "H", "H", "C", "H", "H", "O", "H", "N", "H", "H", "C", "N", "Cl", "H", "H", "O", "O", "N", "H", "H", "N", "H", "H", "H", "H", "H", "H", "N", "O", "N", "C", "I", "C", "N", "C", "N", "N", "H", "C", "H", "H", "N", "H", "N", "H", "H", "N", "C", "H", "H", "O", "O", "O", "C", "C", "H", "H", "H", "C", "O", "H", "C", "N", "N", "H", "H", "H", "N", "N", "P", "H", "H", "P", "N", "O"], "coordinates": [[1.842163, -4.635749, 3.810665], [2.249670, -1.978808, -0.833649], [4.585924, -2.167853, 8.283072], [-3.385384, -9.514082, -2.979175], [1.689766, 3.550033, 0.673938], [-0.043480, -0.527807, -4.733235], [-2.585234, 4.716822, 1.379178], [-3.895786, -6.471150, -0.387559], [1.387175, 0.866594, 3.817910], [-2.952390, 5.352736, 0.697855], [-3.192952, -0.008422, 6.208821], [0.301953, 0.298798, -2.409307], [-3.588154, -8.390042, 1.029436], [-3.673406, 6.042939, 4.098517], [2.020512, 8.062978, -4.620038], [-2.318011, 4.040082, 3.524668], [0.555919, 1.063368, 5.319702], [-4.279159, -7.122798, -1.044222], [5.697113, -3.493507, 8.263934], [-6.126109, 2.779729, -4.984952], [0.270501, -7.499869, -2.080151], [-7.025874, -1.300269, 9.898938], [1.869835, -2.322054, -2.928556], [1.866984, 2.572677, 0.573827], [-0.420584, 0.389700, -4.570076], [6.518073, 8.572705, -4.683648], [-3.025692, 0.565549, 5.394273], [3.742736, 5.940075, -1.020852], [-0.328280, -5.226692, 0.286525], [6.049468, -1.948254, 6.896616], [-4.649778, 1.698417, -4.106234], [0.339163, -3.402796, 0.288833], [3.751002, 3.469584, -3.031466], [3.655819, 0.289068, 3.825320], [-2.454120, 0.751807, 3.169018], [-1.260893, 2.664200, -3.856613], [3.600556, -4.461784, 0.221131], [-6.533203, 2.266805, -3.386147], [-0.794370, -2.969035, -1.700580], [1.399781, 0.854945, 4.818860], [-5.995367, -11.422950, 2.166419], [-2.210648, -8.000201, -1.399839], [-0.640750, 0.304565, -0.539070], [-6.043466, -1.238812, 9.714156], [0.798657, 0.798404, -9.219638], [6.168202, 8.355349, -3.526803], [-4.972265, 0.991819, -2.157248], [2.507706, 0.558990, 6.777845], [1.698550, 7.137761, -2.770579], [-3.455685, 0.599481, -2.888440], [-4.316930, -0.859670, 8.295674], [7.655587, -2.114441, 5.663306], [-0.638132, -6.413559, -0.991354], [-2.777563, 4.844299, 2.727281], [-5.878498, 2.293362, -4.143660], [5.402259, -2.608791, 7.898620], [-3.726168, -9.227788, 1.561171], [0.399534, -2.975740, -1.028090], [1.398655, -2.057964, -1.497450], [-4.381720, -11.356747, 2.779170], [2.520458, 0.565969, 5.562433], [0.588263, 4.032278, 0.043453], [3.247640, 6.907868, -3.508338], [7.491228, -3.461660, 6.731474], [2.829648, 8.234832, -5.520477], [8.440043, 7.950935, -4.444260], [-4.968816, -8.868432, -2.729230], [5.662899, -0.870127, 6.477880], [-5.105477, -10.963521, 2.209368], [-0.606714, 0.008704, -7.258013], [2.850038, 3.698495, -1.574242], [-0.268629, 0.910220, -3.325573], [-1.721934, 1.334140, -7.286712], [3.477737, -2.736364, -3.780496], [-0.955964, -4.601138, 3.072117], [2.347704, -3.377356, 2.617598], [-4.352528, 1.045962, -2.942339], [1.275334, 1.206616, -10.001193], [-0.884211, 0.870886, -5.316651], [1.664914, -5.318240, -0.095555], [3.640922, 0.286133, 4.826852], [1.612193, 0.062899, 1.085657], [0.931793, 5.971170, 0.726156], [-7.429663, -0.748610, 7.645644], [-1.011985, -0.533165, -0.188809], [-3.871130, 1.746121, -5.046118], [5.675281, 9.071805, -5.623564], [2.312747, 4.111436, 1.226460], [5.378537, 6.621584, -2.785013], [-0.788184, 2.142419, -3.140574], [5.222120, 5.176274, -3.733780], [1.137302, -0.063741, -8.838963], [-0.465869, 5.716492, -0.259718], [-2.549205, 1.753914, 3.195969], [-2.183659, 0.301885, 2.312744], [-1.685431, -4.445307, 3.682176], [0.351222, 5.352678, 0.189849], [2.950870, -3.086310, -3.055267], [-3.516330, 5.924864, 3.115173], [4.055677, 5.274748, -1.998911], [3.202996, -7.232032, -1.872278], [1.697554, -3.624546, 3.450252], [-3.988422, -8.856691, -2.521722], [-5.518792, -0.927608, 8.492132], [3.518606, 4.038947, -2.240644], [0.057862, -2.661418, 1.294692], [-0.687274, 2.536513, -2.216209], [-3.415284, -7.994674, -1.641940], [0.979474, -1.048030, -1.538127], [-6.087297, -0.467622, 6.595377], [7.793736, 8.320448, -5.115055], [0.094731, 8.484861, -3.905861], [-6.439236, -0.697996, 7.505358], [-3.901826, 6.594003, 2.477266], [4.493086, 0.067275, 5.332036], [0.542359, -4.779061, 0.576244], [0.228447, -7.045349, -1.102057], [0.523206, 9.175659, -5.429362], [0.144002, -7.881568, -0.414132], [1.338994, -1.851203, -3.813527], [-2.548225, -1.285431, 4.165884], [-0.685621, 2.511932, -9.214401], [1.545872, -6.355459, -0.866227], [-2.669698, -0.067981, 4.244416], [-3.127303, 1.560720, 5.470861], [-2.043407, 3.929877, 1.068619], [-2.972026, -9.583484, 2.115891], [-0.293374, 1.468777, -8.736013], [-5.855294, -9.363339, 0.786179], [-5.265080, -7.105531, -1.225262], [-4.956918, -9.821420, 1.473113], [7.157572, -2.577568, 6.399321], [4.957904, 5.709113, -2.926958], [-5.395686, -1.412663, 10.459203], [1.941758, -2.904186, 4.227388], [5.942344, 9.246761, -6.572607], [-0.913730, 0.870266, -7.665086], [0.766997, 8.613882, -4.635857], [-0.256326, -0.876907, 1.201988], [4.727876, 9.265516, -5.336947], [8.106110, 8.487135, -6.051792], [-0.062584, -3.245054, 3.031788], [2.325680, 7.308908, -3.532613], [-0.155816, 3.292869, -0.606588]], "forces_ev_per_a": [[0.039, -0.193, -0.122], [0.009, -0.733, 0.387], [0.006, 0.050, -0.012], [-0.001, -0.029, 0.006], [-0.042, 0.078, -0.127], [0.067, 0.017, 0.115], [-0.003, -0.155, 0.117], [-0.037, 0.082, -0.030], [0.018, 0.033, -0.027], [-0.092, 0.011, 0.042], [-0.007, 0.070, 0.038], [-0.451, 0.928, -0.080], [0.051, -0.044, -0.099], [0.006, 0.016, 0.023], [0.002, -0.122, 0.306], [-0.075, -0.221, 0.009], [-0.024, -0.006, 0.000], [0.261, 0.147, -0.039], [0.054, 0.007, -0.001], [-0.005, -0.006, -0.023], [-0.484, 0.089, -0.306], [-0.015, 0.008, -0.030], [1.727, -2.226, 4.945], [0.040, -0.203, 0.055], [0.222, -0.411, 0.289], [-0.057, 0.127, -0.365], [-0.083, -0.300, 0.233], [-0.208, -0.093, -0.027], [0.132, -0.538, 0.422], [0.018, -0.212, 0.179], [-0.129, -0.006, 0.084], [-0.531, -1.253, -0.081], [0.022, 0.072, -0.054], [-0.105, 0.082, -0.008], [-0.084, 0.015, -0.125], [-0.055, -0.161, -0.099], [-0.882, 0.106, 0.382], [0.006, -0.039, 0.018], [-0.398, 0.003, 0.141], [-0.108, -0.050, 0.085], [-0.018, -0.003, -0.006], [-0.549, -0.019, 0.090], [0.070, -0.127, -0.877], [0.085, -0.012, 0.011], [0.002, 0.022, 0.028], [0.071, -0.139, -0.050], [-0.047, 0.011, -0.023], [-0.095, -0.027, 0.013], [0.039, 0.052, 0.057], [0.022, 0.001, 0.008], [0.051, 0.075, -0.144], [0.031, 0.029, 0.016], [-0.189, 0.072, -0.253], [-0.144, 0.200, -0.206], [0.089, 0.041, -0.085], [-0.117, 0.054, -0.026], [-0.109, 0.051, 0.055], [2.035, -0.648, 0.031], [-0.384, 1.322, -0.370], [0.029, 0.019, -0.006], [0.136, 0.000, -0.250], [0.313, 0.055, 0.369], [0.020, 0.087, 0.051], [-0.010, 0.005, 0.052], [-0.118, 0.245, -0.187], [0.023, 0.026, 0.021], [-0.029, -0.019, 0.099], [0.242, 0.004, -0.136], [-0.071, 0.024, -0.045], [-0.010, -0.101, -0.172], [-0.021, -0.020, -0.018], [-0.284, 0.330, -0.542], [-0.121, -0.065, -0.153], [-0.040, -0.340, -0.562], [0.848, -0.430, -0.799], [0.187, -0.341, -0.128], [0.131, -0.019, -0.032], [-0.012, 0.018, -0.023], [-0.024, 0.215, 0.140], [1.237, 1.090, 0.252], [0.132, -0.026, 0.133], [0.171, -0.700, -0.411], [0.131, -0.045, -0.073], [-0.002, -0.010, 0.039], [1.044, -0.687, 0.782], [0.178, 0.020, 0.021], [0.032, 0.163, 0.413], [0.022, 0.096, -0.112], [0.118, 0.006, -0.173], [-0.049, -0.057, 0.346], [-0.022, -0.039, 0.001], [-0.029, -0.016, 0.009], [-0.015, 0.072, 0.019], [0.069, 0.123, 0.134], [-0.133, 0.115, 0.218], [-0.276, 0.228, -0.029], [-0.104, 0.095, -0.161], [1.303, -0.400, 0.936], [0.100, -0.141, 0.089], [0.440, -0.224, -0.132], [-0.682, 0.038, 0.295], [-0.509, 0.226, -0.780], [0.188, 0.008, -0.088], [-0.154, -0.009, 0.013], [-0.144, -0.070, 0.165], [1.015, -0.025, -1.284], [0.113, 0.255, -0.042], [-0.202, -0.101, -0.113], [0.182, -0.410, -0.236], [0.015, -0.013, -0.022], [-0.010, -0.126, 0.192], [0.032, -0.021, 0.043], [0.082, 0.025, -0.033], [0.013, -0.006, -0.031], [-0.196, -0.083, 0.016], [-0.161, 1.220, 0.182], [1.315, -0.341, -0.022], [-0.003, 0.004, -0.018], [-0.164, -0.068, 0.197], [-3.102, 2.756, -5.670], [-0.076, -0.013, -0.107], [-0.023, 0.039, 0.025], [0.070, -1.779, -1.415], [-0.016, 0.155, -0.041], [0.082, 0.034, -0.093], [0.046, 0.029, -0.124], [-0.013, -0.065, -0.009], [0.082, -0.088, -0.017], [0.029, -0.004, -0.003], [-0.036, -0.157, 0.134], [0.081, -0.030, 0.044], [-0.061, 0.069, -0.105], [-0.177, 0.275, 0.380], [0.018, 0.004, 0.008], [-0.157, -0.034, 0.274], [0.044, -0.027, -0.005], [-0.063, 0.165, 0.143], [0.084, 0.030, -0.181], [-1.805, 1.600, 1.736], [-0.069, -0.280, -0.185], [-0.037, 0.045, -0.018], [-0.387, 1.563, 2.300], [-0.171, -0.016, -0.131], [-0.256, -0.026, 0.159]], "lowdin_charge": [0.0531, 0.0648, 0.1110, 0.1089, 0.1758, 0.0791, 0.1577, 0.0999, 0.0271, 0.0954, 0.0825, -0.0460, 0.0646, 0.1074, -0.6630, 0.0110, 0.0960, 0.1578, 0.0942, 0.1062, 0.0576, 0.0933, -0.5414, 0.0222, 0.1887, -0.6616, 0.1709, 0.0086, 0.1307, -0.6566, -0.6831, -0.3664, 0.0940, 0.0691, 0.1454, 0.1066, 0.9508, 0.0938, 0.0716, 0.1487, 0.1036, -0.0077, 0.0371, 0.1507, 0.1469, -0.0045, 0.0929, 0.0309, 0.0910, 0.0891, 0.0196, 0.1018, 0.0516, -0.6688, 0.1535, 0.1609, 0.1591, -0.0628, -0.1130, 0.0924, -0.6858, -0.6671, 0.0590, 0.0928, 0.0081, 0.0996, 0.1033, 0.0165, 0.1502, 0.0795, 0.0669, -0.6168, 0.0975, 0.1326, -0.2678, -0.0509, 0.1550, 0.1032, 0.0631, -0.7648, 0.1502, 0.3221, 0.1145, 0.0923, -0.3014, 0.0061, 0.1672, 0.1163, 0.0751, 0.1882, 0.1057, 0.0883, 0.0990, 0.0604, 0.0113, 0.0608, 0.1844, 0.0997, 0.1576, -0.6993, 0.8601, -0.2335, 0.1738, -0.6790, 0.1635, -0.2423, 0.0472, -0.6639, 0.0511, 0.0957, 0.1477, 0.0871, 0.1496, 0.0955, 0.0532, 0.0383, -0.1577, 0.1016, 0.0945, 0.1893, -0.0428, 0.0420, -0.7788, -0.6894, 0.0974, 0.0791, 0.0943, -0.6777, 0.0105, 0.1036, -0.6792, 0.1520, 0.1552, 0.1045, 0.0329, 0.0993, 0.1401, 0.1498, 0.6726, 0.0773, 0.0914, 0.9179, 0.1772, -0.0243]}